146
Properties=species:S:1:pos:R:3:mulliken_charge:R:1 method="wB97M-V/def2-TZVPD" lumo_ha=0.0025 total_energy_ha=-10866.93600 largest_force_ev_per_a=2.27
Cl -6.660 -2.574 1.388 -0.20
C -5.200 -1.779 2.149 -0.56
C -4.552 -0.850 1.207 1.23
Cl -5.462 0.722 1.206 -0.22
H -4.527 -2.626 2.281 0.30
H -5.376 -1.419 3.163 0.32
H -4.605 -1.266 0.201 0.04
H -3.513 -0.695 1.496 -0.88
Cl -1.256 -1.300 7.268 -0.22
C -0.412 -0.470 5.916 0.28
C -0.462 -1.336 4.631 0.07
Cl -2.114 -1.568 3.984 -0.06
H 0.569 -0.181 6.295 0.00
H -0.968 0.449 5.733 0.04
H -0.115 -2.347 4.844 0.36
H 0.110 -0.868 3.831 -0.44
Cl -3.913 -6.681 -2.581 -0.21
C -3.098 -5.689 -1.325 0.23
C -3.991 -4.531 -0.829 -0.08
Cl -4.286 -3.361 -2.105 -0.14
H -2.211 -5.409 -1.892 -0.41
H -2.776 -6.268 -0.459 0.40
H -3.488 -3.949 -0.057 -0.22
H -4.970 -4.726 -0.390 0.45
Cl -1.651 4.882 1.710 -0.22
C -0.376 4.681 3.010 -0.14
C -0.150 6.107 3.518 -0.49
Cl 1.091 6.032 4.807 -0.20
H 0.434 4.197 2.465 0.27
H -0.745 4.013 3.789 0.08
H -1.113 6.362 3.961 0.33
H 0.181 6.801 2.745 0.36
Cl 5.565 -0.896 -5.780 -0.22
C 4.418 -1.721 -4.657 -0.05
C 4.927 -1.284 -3.260 -0.66
Cl 3.734 -1.763 -2.059 -0.04
H 4.363 -2.808 -4.724 0.36
H 3.422 -1.343 -4.884 -0.01
H 5.054 -0.203 -3.194 0.23
H 5.867 -1.735 -2.940 0.38
Cl 3.196 0.917 6.932 -0.16
C 3.078 2.539 6.286 -0.51
C 3.101 2.654 4.777 -0.51
Cl 1.667 1.891 4.048 0.05
H 3.937 3.063 6.705 0.39
H 2.181 3.052 6.632 0.29
H 4.053 2.377 4.323 0.18
H 3.058 3.711 4.518 0.22
Cl -0.008 -2.278 -6.434 -0.17
C -1.513 -1.392 -6.148 0.13
C -2.649 -2.294 -5.643 -0.04
Cl -4.142 -1.382 -5.721 -0.20
H -1.761 -0.900 -7.088 0.43
H -1.292 -0.538 -5.507 -0.43
H -2.550 -2.644 -4.615 -0.13
H -2.710 -3.189 -6.262 0.42
Cl 0.296 -5.005 -0.902 -0.21
C 1.422 -4.922 -2.248 -0.41
C 0.826 -4.180 -3.442 0.18
Cl -0.484 -5.116 -4.177 -0.15
H 1.769 -5.919 -2.521 0.52
H 2.323 -4.459 -1.844 0.17
H 1.560 -3.937 -4.210 0.31
H 0.348 -3.253 -3.124 -0.40
Cl 1.024 0.068 -3.789 -0.06
C 1.155 1.472 -2.682 0.30
C 1.947 2.679 -3.239 -0.06
Cl 3.578 2.300 -3.715 -0.23
H 1.736 0.999 -1.890 0.42
H 0.194 1.860 -2.344 -0.51
H 2.006 3.510 -2.536 0.41
H 1.410 3.036 -4.118 -0.24
Cl -2.697 3.337 5.501 -0.21
C -3.754 2.670 4.225 0.41
C -4.946 1.851 4.794 -0.50
Cl -4.328 0.260 5.223 -0.14
H -3.187 2.111 3.481 -0.56
H -4.081 3.531 3.641 0.39
H -5.703 1.734 4.019 0.25
H -5.397 2.306 5.675 0.42
C -0.965 4.916 -1.936 -1.41
C -0.741 5.305 -3.404 -0.76
N -0.809 4.227 -4.326 1.11
C -0.525 4.648 -5.698 -0.80
C 0.819 5.408 -5.889 -1.32
C -2.103 3.570 -4.309 -0.41
C -2.218 2.288 -5.145 -1.19
H -0.470 4.027 -1.547 0.19
H -2.000 4.735 -1.644 0.42
H -0.732 5.777 -1.308 0.42
H -1.360 6.111 -3.799 0.46
H 0.302 5.623 -3.394 0.33
H -0.470 3.836 -6.422 0.30
H -1.361 5.244 -6.065 0.57
H 0.895 6.350 -5.345 0.31
H 1.649 4.740 -5.659 0.28
H 0.958 5.689 -6.933 0.44
H -2.959 4.191 -4.575 0.36
H -2.252 3.195 -3.296 -0.11
H -1.258 1.781 -5.241 0.21
H -2.682 2.600 -6.082 0.38
H -2.889 1.613 -4.614 0.42
C 5.551 -0.917 3.754 -1.46
C 4.476 -1.612 2.950 0.09
N 4.501 -3.081 2.952 -0.04
C 4.315 -3.654 4.306 -0.84
C 3.051 -3.273 5.097 -0.78
C 3.429 -3.492 2.053 0.23
C 3.349 -4.996 1.762 -1.23
H 5.498 0.167 3.652 0.33
H 6.563 -1.122 3.405 0.39
H 5.644 -1.251 4.787 0.26
H 3.503 -1.308 3.336 0.05
H 4.543 -1.226 1.933 0.38
H 4.352 -4.743 4.260 0.42
H 5.140 -3.281 4.913 0.36
H 3.175 -3.516 6.152 0.50
H 2.868 -2.198 5.108 0.14
H 2.127 -3.687 4.693 0.22
H 3.512 -3.024 1.072 0.25
H 2.458 -3.211 2.462 -0.06
H 3.278 -5.578 2.681 0.40
H 4.216 -5.233 1.145 0.30
H 2.493 -5.216 1.124 0.15
C 0.800 -1.681 0.123 0.27
C -0.725 -1.609 0.362 -0.28
N -1.427 -0.465 -0.195 1.34
C -1.696 -0.615 -1.633 0.18
C -2.826 0.338 -2.136 0.17
C -1.050 0.935 0.263 -0.56
C -0.890 1.118 1.822 1.41
H 1.049 -2.604 0.649 0.02
H 1.257 -0.799 0.572 0.21
H 1.034 -1.702 -0.941 -0.61
H -1.209 -2.563 0.150 0.19
H -0.900 -1.500 1.432 -0.41
H -0.761 -0.486 -2.179 -0.74
H -2.058 -1.622 -1.841 0.18
H -3.139 -0.068 -3.098 0.25
H -3.692 0.288 -1.475 -0.29
H -2.470 1.367 -2.195 -0.36
H -1.873 1.629 0.089 0.36
H -0.200 1.202 -0.365 -0.14
H -0.618 2.130 2.123 -0.45
H -0.122 0.389 2.078 -0.66
H -1.759 0.774 2.383 -0.45

***

153
Properties=species:S:1:pos:R:3:mulliken_charge:R:1 method="wB97M-V/def2-TZVPD" lumo_ha=0.0541 total_energy_ha=-5784.96664 largest_force_ev_per_a=3.32 charge=-1
As -0.046 0.103 0.278 2.12
F 0.258 -1.485 -0.350 -0.48
F -1.594 0.159 -0.674 -0.53
F -0.418 1.758 0.913 -0.52
F 1.472 -0.011 1.293 -0.53
F 0.939 0.835 -1.093 -0.55
F -0.948 -0.538 1.699 -0.51
C -5.829 -1.999 7.353 0.17
O -6.572 -0.988 7.423 -0.63
N -5.140 -2.298 6.224 0.09
C -4.435 -3.609 6.125 -0.87
C -4.896 -1.287 5.225 -0.85
H -5.718 -2.786 8.115 0.28
H -3.390 -3.395 6.350 0.33
H -4.604 -4.031 5.134 0.29
H -4.849 -4.291 6.868 0.32
H -4.033 -0.703 5.547 0.28
H -4.654 -1.680 4.238 0.29
H -5.734 -0.590 5.213 0.31
C -4.538 3.937 -5.713 0.23
O -4.944 5.041 -6.018 -0.62
N -5.279 2.832 -5.703 0.16
C -4.667 1.579 -5.368 -1.00
C -6.620 2.820 -6.284 -0.96
H -3.501 3.824 -5.359 0.27
H -3.822 1.748 -4.701 0.32
H -4.360 0.993 -6.234 0.31
H -5.302 0.918 -4.778 0.34
H -7.304 2.320 -5.598 0.33
H -7.095 3.785 -6.462 0.30
H -6.695 2.336 -7.258 0.34
C 6.898 -3.308 -2.079 0.22
O 7.656 -3.007 -3.025 -0.63
N 5.678 -2.774 -1.908 0.16
C 5.110 -1.842 -2.830 -0.98
C 4.840 -3.084 -0.754 -0.90
H 7.171 -3.968 -1.241 0.28
H 4.967 -0.821 -2.474 0.32
H 4.130 -2.151 -3.193 0.30
H 5.717 -1.737 -3.730 0.31
H 4.614 -2.121 -0.295 0.34
H 3.908 -3.558 -1.062 0.25
H 5.358 -3.682 -0.003 0.32
C 1.080 -4.801 3.181 0.19
O 2.235 -4.957 3.607 -0.68
N 0.497 -5.723 2.432 0.14
C -0.898 -5.581 1.933 -0.99
C 1.160 -7.027 2.171 -0.94
H 0.457 -3.896 3.257 0.33
H -1.093 -4.527 1.735 0.33
H -1.674 -5.945 2.607 0.32
H -1.058 -6.094 0.985 0.34
H 0.381 -7.746 1.917 0.39
H 1.839 -6.990 1.320 0.25
H 1.736 -7.415 3.011 0.32
C 8.920 0.653 4.158 0.21
O 10.024 1.052 4.561 -0.63
N 7.746 0.973 4.669 0.11
C 6.473 0.511 4.002 -0.97
C 7.515 1.770 5.812 -0.85
H 8.779 0.054 3.245 0.28
H 6.627 0.122 2.995 0.31
H 5.802 1.345 3.798 0.34
H 6.004 -0.289 4.575 0.33
H 8.299 2.479 6.082 0.32
H 6.656 2.375 5.521 0.26
H 7.177 1.245 6.706 0.29
C 2.307 3.769 -8.425 0.12
O 1.437 4.343 -9.049 -0.57
N 2.068 2.860 -7.434 0.10
C 3.190 2.163 -6.855 -0.96
C 0.804 2.675 -6.713 -0.98
H 3.372 3.884 -8.675 0.28
H 2.944 1.212 -6.382 0.34
H 3.782 2.697 -6.112 0.31
H 3.895 2.072 -7.681 0.32
H 0.607 1.622 -6.911 0.35
H 0.924 2.844 -5.643 0.32
H 0.080 3.316 -7.218 0.36
C 0.942 -8.941 -3.069 0.26
O 0.819 -10.118 -3.340 -0.59
N 1.739 -8.026 -3.675 0.08
C 2.060 -6.681 -3.147 -0.98
C 2.749 -8.373 -4.704 -0.99
H 0.421 -8.529 -2.191 0.25
H 2.003 -5.833 -3.829 0.29
H 3.073 -6.740 -2.748 0.38
H 1.549 -6.390 -2.229 0.29
H 2.598 -9.417 -4.978 0.34
H 2.672 -7.805 -5.631 0.31
H 3.801 -8.344 -4.419 0.35
C -0.399 -1.069 8.476 0.22
O -0.399 -2.013 9.278 -0.64
N 0.691 -0.607 7.844 0.17
C 0.478 0.568 7.035 -1.17
C 2.072 -1.086 8.025 -0.91
H -1.265 -0.475 8.145 0.26
H 1.231 1.356 7.062 0.36
H -0.351 1.166 7.414 0.38
H 0.216 0.470 5.982 0.35
H 2.674 -0.245 8.368 0.33
H 2.211 -1.862 8.778 0.31
H 2.598 -1.391 7.119 0.33
C 3.454 5.313 3.209 0.13
O 3.093 5.234 4.406 -0.63
N 4.661 5.825 2.772 0.14
C 4.952 5.646 1.368 -1.05
C 5.709 6.437 3.571 -0.91
H 2.748 5.006 2.422 0.37
H 5.005 6.617 0.875 0.30
H 4.279 5.001 0.804 0.38
H 5.922 5.149 1.339 0.33
H 6.561 5.790 3.781 0.31
H 6.088 7.346 3.104 0.31
H 5.347 6.671 4.572 0.32
C -6.893 4.505 -0.556 0.24
O -8.020 4.743 -0.995 -0.64
N -6.715 4.112 0.747 0.06
C -5.455 3.901 1.478 -0.79
C -7.914 3.899 1.639 -0.94
H -5.924 4.636 -1.063 0.27
H -5.393 2.845 1.743 0.29
H -5.474 4.547 2.356 0.29
H -4.637 4.201 0.824 0.28
H -7.905 2.815 1.754 0.35
H -7.815 4.557 2.502 0.30
H -8.892 4.045 1.181 0.28
C -4.378 -5.030 -2.595 -0.43
C -5.841 -5.316 -2.966 -0.57
C -6.036 -4.533 -4.338 -0.43
O -4.884 -3.711 -4.514 -0.39
C -4.190 -3.647 -3.287 -0.49
H -3.622 -5.722 -2.966 0.28
H -4.342 -4.968 -1.507 0.26
H -6.362 -4.870 -2.119 0.26
H -6.087 -6.375 -2.892 0.36
H -6.917 -3.896 -4.253 0.25
H -6.286 -5.148 -5.203 0.30
H -4.483 -2.782 -2.692 0.29
H -3.115 -3.511 -3.402 0.33
C 0.106 7.121 -1.554 -0.36
C -0.565 8.203 -2.303 -0.40
C -1.236 7.546 -3.465 -0.47
O -0.480 6.343 -3.664 -0.38
C -0.103 5.860 -2.350 -0.43
H -0.397 7.050 -0.590 0.24
H 1.177 7.227 -1.382 0.19
H 0.168 8.892 -2.721 0.24
H -1.283 8.654 -1.618 0.29
H -1.235 8.145 -4.376 0.32
H -2.270 7.295 -3.230 0.25
H 0.771 5.213 -2.423 0.27
H -0.903 5.217 -1.982 0.26

***

142
Properties=species:S:1:pos:R:3:mulliken_charge:R:1 method="wB97M-V/def2-TZVPD" lumo_ha=0.0192 total_energy_ha=-3012.78962 largest_force_ev_per_a=3.35
C 2.061 -1.621 -0.776 -0.22
S 1.498 0.004 -0.117 1.00
O 1.673 0.913 -1.281 -0.44
C -0.253 -0.436 0.087 0.83
H 3.087 -1.525 -1.159 0.57
H 1.346 -1.897 -1.564 -0.62
H 2.006 -2.433 -0.048 0.14
H -0.887 0.508 0.226 -0.38
H -0.277 -1.068 0.954 0.76
H -0.575 -1.047 -0.814 -1.33
C -0.527 4.053 1.206 -0.08
C 0.841 4.703 1.149 -0.02
O 1.269 5.606 1.830 -0.70
N 1.717 4.045 0.335 0.59
C 2.882 4.723 -0.217 -1.04
H -0.474 3.023 1.728 0.01
H -0.955 3.829 0.222 -0.13
H -1.231 4.604 1.875 0.50
H 1.360 3.193 -0.124 -0.14
H 2.514 5.355 -1.032 0.35
H 3.568 3.885 -0.467 0.17
H 3.219 5.403 0.578 0.42
C 3.167 -4.159 3.075 -1.25
C 2.238 -2.962 3.276 0.61
O 1.402 -2.633 2.448 -0.51
N 2.317 -2.319 4.446 -0.11
C 1.820 -0.957 4.566 -0.66
H 3.309 -4.449 1.987 0.23
H 2.594 -5.077 3.409 0.37
H 4.090 -4.016 3.622 0.39
H 3.102 -2.546 4.964 0.25
H 2.250 -0.509 5.470 0.40
H 0.723 -0.902 4.684 0.23
H 2.171 -0.293 3.731 0.06
C 5.085 -0.850 2.106 -0.47
C 5.394 -0.603 0.635 0.46
O 4.569 -0.322 -0.216 -0.48
N 6.708 -0.786 0.255 -0.28
C 7.226 -0.333 -1.038 -0.88
H 5.608 -1.755 2.424 0.43
H 3.983 -0.919 2.230 -0.39
H 5.375 0.098 2.570 0.34
H 7.332 -0.592 1.031 0.26
H 7.471 0.760 -1.070 0.29
H 6.533 -0.445 -1.871 0.23
H 8.126 -0.783 -1.307 0.37
C 2.446 2.887 4.019 -0.15
C 3.821 2.766 3.487 0.68
O 4.573 1.822 3.671 -0.70
N 4.267 3.846 2.774 -0.17
C 5.494 3.795 2.072 -0.77
H 1.997 1.958 4.335 0.09
H 1.842 3.405 3.201 -0.31
H 2.459 3.557 4.901 0.36
H 3.567 4.515 2.568 0.27
H 5.469 4.429 1.209 0.37
H 5.518 2.753 1.661 0.09
H 6.347 4.005 2.744 0.28
C -2.808 4.484 -2.548 -1.72
C -2.018 3.215 -2.556 0.71
O -2.183 2.475 -1.593 -0.46
N -1.202 3.019 -3.618 -0.13
C -0.286 1.869 -3.559 0.13
H -3.201 4.628 -1.580 0.28
H -3.497 4.402 -3.394 0.41
H -2.073 5.204 -2.892 0.47
H -1.340 3.661 -4.408 0.23
H -0.340 1.154 -4.398 0.28
H -0.549 1.326 -2.639 -0.41
H 0.734 2.123 -3.481 -0.02
C 4.023 1.604 -3.540 -0.29
C 4.449 0.716 -4.763 0.40
O 5.457 1.008 -5.412 -0.66
N 3.771 -0.526 -4.876 -0.08
C 2.658 -0.826 -3.990 0.25
H 4.214 1.160 -2.588 0.21
H 2.923 1.800 -3.576 -0.14
H 4.667 2.479 -3.707 0.34
H 3.960 -1.075 -5.655 0.18
H 2.745 -0.215 -3.140 -0.59
H 2.696 -1.856 -3.510 0.19
H 1.674 -0.654 -4.458 0.18
C -1.436 -3.262 -4.887 -2.04
C -1.980 -3.216 -3.478 1.65
C -3.384 -3.748 -3.558 -1.39
C -3.936 -3.952 -2.071 0.23
C -3.085 -5.068 -1.382 -1.46
C -1.604 -4.749 -1.388 2.01
N -1.157 -4.284 -2.697 -0.24
O 0.113 -3.638 -2.607 -0.22
C -1.361 -3.684 -0.340 -0.96
C -0.731 -5.961 -1.035 -1.94
C -1.947 -1.779 -2.891 -0.10
H -1.524 -4.324 -5.146 0.56
H -0.423 -2.920 -5.014 0.21
H -2.135 -2.747 -5.560 0.37
H -4.052 -3.027 -4.072 0.48
H -3.407 -4.653 -4.212 0.31
H -4.984 -4.325 -2.098 0.49
H -4.084 -3.028 -1.456 -0.42
H -3.208 -5.944 -2.025 0.35
H -3.337 -5.344 -0.352 0.40
H -0.413 -3.187 -0.484 -0.06
H -2.207 -2.991 -0.273 -0.23
H -1.344 -4.219 0.586 0.73
H -0.971 -6.278 -0.033 0.42
H -0.903 -6.797 -1.703 0.45
H 0.345 -5.642 -1.131 0.31
H -2.342 -1.743 -1.888 -0.56
H -2.629 -1.207 -3.525 0.60
H -0.881 -1.555 -3.036 -0.16
H 0.723 -4.262 -3.136 0.32
C -4.127 -1.071 2.047 -1.39
C -4.749 0.129 1.273 1.34
C -6.243 0.202 1.616 -1.08
C -6.582 0.902 2.889 -0.65
C -5.836 2.194 3.074 -1.08
C -4.313 2.027 2.917 1.71
N -4.176 1.405 1.617 -0.02
O -2.781 1.409 1.283 0.25
C -3.582 3.391 2.846 -2.17
C -3.712 1.293 4.085 -1.90
C -4.736 -0.070 -0.279 -1.38
H -4.508 -1.109 3.042 0.48
H -3.010 -1.072 1.984 0.02
H -4.443 -2.098 1.585 0.30
H -6.866 0.667 0.795 0.42
H -6.630 -0.833 1.600 0.32
H -6.511 0.279 3.811 0.34
H -7.687 1.105 2.936 0.40
H -6.086 2.597 4.073 0.33
H -6.212 3.008 2.456 0.42
H -3.869 3.994 2.019 0.46
H -3.808 3.976 3.744 0.50
H -2.513 3.222 2.971 0.37
H -3.646 1.857 4.990 0.47
H -4.233 0.380 4.378 0.36
H -2.692 0.999 3.898 0.29
H -3.694 0.063 -0.690 0.00
H -5.452 0.539 -0.797 0.49
H -5.073 -1.110 -0.510 0.31
H -2.672 1.877 0.456 0.04